# 1
This record from the OMol25 dataset describes a molecular structure, C36H39ClN5NiO4PS at a distorted geometry. The level of theory is wB97M-V/def2-TZVPD.

The energy is -127287.66287 eV. The calculation puts the energy above the lowest of the compared OMol25 structures with the same formula, charge and spin at 2.773 eV. The value obtained for the frontier orbital gap (spin up / spin down) is 6.90 / 6.85 eV. As for the multiplicity: 2. The LUMO energy (spin up / spin down) is -2.407 / -2.404 eV. As for the charge: +1. The value obtained for the largest force on an atom is 4.1 eV/Å.

Last column: Löwdin charge in e.
Element x y z (Å)
Ni: -0.111 0.709 -0.351  0.081
Cl: -2.561 1.042 -0.055  0.832
C: -2.751 2.104 1.335  -0.606
C: -3.927 2.825 1.428  -0.096
C: -4.100 3.678 2.508  -0.064
C: -3.109 3.783 3.472  -0.062
C: -1.951 3.026 3.370  -0.057
C: -1.745 2.159 2.296  -0.362
P: -0.204 1.195 2.064  1.086
C: 0.822 1.699 3.486  -0.374
C: 1.654 2.809 3.356  -0.110
C: 2.374 3.289 4.440  -0.079
C: 2.278 2.646 5.667  -0.074
C: 1.471 1.524 5.801  -0.063
C: 0.741 1.054 4.719  -0.083
C: -0.685 -0.501 2.517  -0.373
C: -2.012 -0.894 2.619  -0.104
C: -2.381 -2.222 2.771  -0.079
C: -1.375 -3.172 2.797  -0.077
C: -0.044 -2.798 2.703  -0.085
C: 0.365 -1.465 2.535  -0.166
H: -4.694 2.714 0.673  0.110
H: -5.011 4.255 2.593  0.113
H: -3.238 4.453 4.311  0.112
H: -1.198 3.096 4.144  0.106
H: 1.735 3.309 2.396  0.089
H: 3.006 4.161 4.331  0.106
H: 2.829 3.021 6.519  0.108
H: 1.403 1.018 6.755  0.110
H: 0.094 0.192 4.827  0.112
H: -2.791 -0.141 2.603  0.094
H: -3.420 -2.507 2.842  0.110
H: -1.627 -4.217 2.925  0.110
H: 0.729 -3.555 2.798  0.102
H: 1.202 -1.206 3.181  0.116
N: -0.982 1.150 -3.056  0.202
C: -0.110 2.033 -3.883  -0.267
C: -0.064 3.440 -3.286  -0.088
C: 0.793 3.591 -2.025  -0.342
N: 0.152 3.005 -0.830  0.040
C: 2.176 2.966 -2.235  -0.101
C: 2.136 1.512 -2.707  -0.328
N: 1.680 0.625 -1.614  0.046
C: 1.283 1.414 -3.979  -0.085
H: -1.949 1.467 -2.994  0.155
H: -0.568 1.104 -2.080  0.042
H: -0.973 0.172 -3.359  0.153
H: -0.561 2.078 -4.874  0.155
H: -1.081 3.799 -3.094  0.129
H: 0.356 4.094 -4.051  0.135
H: 0.935 4.666 -1.873  0.144
H: -0.729 3.476 -0.634  0.094
H: 0.738 3.190 -0.021  0.067
H: 2.757 3.041 -1.311  0.125
H: 2.703 3.556 -2.988  0.131
H: 3.151 1.221 -2.998  0.145
H: 2.401 0.603 -0.897  0.097
H: 1.585 -0.338 -1.933  0.085
H: 1.217 0.379 -4.328  0.127
H: 1.815 1.968 -4.755  0.136
O: -4.605 -2.447 -1.804  -0.296
S: -3.462 -3.068 -1.195  0.628
O: -3.664 -4.031 -0.154  -0.289
N: -2.400 -1.914 -0.725  -0.028
C: -1.335 -1.909 -1.478  -0.526
O: -0.391 -1.062 -1.409  -0.134
C: -1.287 -2.984 -2.526  -0.153
C: -0.309 -3.234 -3.473  -0.030
C: -0.519 -4.271 -4.376  -0.069
C: -1.684 -5.033 -4.324  -0.058
C: -2.665 -4.778 -3.371  -0.018
C: -2.435 -3.750 -2.482  -0.206
H: 0.602 -2.646 -3.495  0.105
H: 0.227 -4.494 -5.127  0.105
H: -1.829 -5.833 -5.038  0.111
H: -3.574 -5.363 -3.331  0.127
O: 1.365 -1.223 0.718  -0.176
N: 2.273 -2.141 0.559  -0.161
C: 1.930 -3.221 -0.189  0.004
C: 2.904 -3.999 -0.775  -0.030
C: 4.242 -3.676 -0.603  -0.059
C: 4.574 -2.581 0.183  -0.042
C: 3.578 -1.818 0.746  -0.009
H: 0.868 -3.400 -0.252  0.138
H: 2.604 -4.862 -1.353  0.119
H: 5.015 -4.288 -1.045  0.113
H: 5.606 -2.315 0.367  0.116
H: 3.741 -0.960 1.381  0.138

Atomic forces in eV per Å
0.4 0.1 0.1
-0.2 0.0 0.1
0.1 0.1 -0.1
0.0 0.0 0.0
0.0 0.0 0.0
0.0 0.0 0.0
0.0 -0.1 0.0
0.1 0.1 0.0
-0.1 -0.6 0.2
0.0 0.2 -0.1
0.0 0.0 0.0
0.0 0.0 0.0
0.0 0.0 0.0
0.0 0.0 0.0
0.0 0.1 0.0
0.2 -0.1 -0.4
-0.2 0.1 -0.2
0.3 0.1 -0.1
-0.1 -0.2 -0.4
0.4 0.0 -0.1
-2.3 -0.4 3.4
0.0 0.0 0.0
0.0 0.0 0.0
0.0 0.0 0.0
0.0 0.0 0.0
0.0 0.0 0.0
0.0 0.0 0.0
0.0 0.0 0.0
0.0 0.0 0.0
0.0 0.0 0.0
0.0 0.0 0.0
0.0 0.0 0.1
0.0 0.0 0.0
-0.1 0.0 0.2
1.0 0.2 -1.4
0.1 -0.1 -0.2
0.2 0.1 -0.1
-0.1 -0.1 0.1
0.2 0.0 0.0
-0.3 0.1 -0.1
-0.1 0.0 0.0
0.0 0.1 0.0
0.2 0.0 -0.1
0.0 -0.1 0.1
0.0 0.0 0.0
-0.3 0.0 0.0
0.0 0.0 0.0
0.0 0.0 0.0
0.0 0.0 0.0
0.0 0.0 0.0
0.0 0.0 0.0
0.0 0.0 0.0
0.0 -0.1 0.0
0.0 0.0 0.0
0.0 0.0 0.0
0.0 0.1 0.0
-0.1 0.0 0.1
-0.1 0.0 0.0
0.0 0.0 0.0
0.0 -0.1 0.0
0.0 0.0 0.0
0.1 0.0 0.0
0.0 0.0 0.0
0.0 0.0 0.0
0.0 0.0 0.1
0.0 0.1 -0.3
0.0 0.0 0.0
0.0 0.0 0.0
0.0 0.0 0.0
0.0 0.0 0.0
0.0 0.0 0.0
0.0 0.1 -0.1
0.0 0.0 0.0
0.0 0.0 0.0
0.0 0.0 0.0
0.0 0.0 0.0
0.9 0.0 0.1
0.0 1.2 -2.3
0.1 -0.4 0.6
0.0 -0.1 0.3
0.1 -0.1 0.0
-0.1 -0.1 0.1
0.0 -0.5 0.5
0.0 0.1 -0.2
0.0 0.0 0.0
0.0 0.0 -0.1
0.0 0.0 0.0
0.0 0.1 -0.2

# 2
This record from the OMol25 dataset describes a molecular structure, C36H39IrN10O3SSi at a distorted geometry. The level of theory is wB97M-V/def2-TZVPD.

The energy is -80554.97004 eV. The calculation puts the energy above the lowest of the compared OMol25 structures with the same formula, charge and spin at 2.139 eV. The value obtained for the frontier orbital gap (spin up / spin down) is 5.33 / 3.51 eV. As for the multiplicity: 2. The LUMO energy (spin up / spin down) is -4.053 / -5.871 eV. As for the charge: +1. The value obtained for the largest force on an atom is 3.6 eV/Å.

Last column: Löwdin charge in e.
Element x y z (Å)
Ir: 0.136 -0.190 -0.257  1.288
C: 3.710 2.369 -4.368  -0.086
C: 3.804 2.780 -2.905  -0.264
N: 3.894 1.648 -1.995  0.001
C: 2.862 0.926 -1.537  -0.728
S: 1.267 1.348 -2.008  0.860
N: 3.176 -0.065 -0.727  0.016
N: 2.113 -0.766 -0.294  -0.150
C: 2.377 -1.885 0.320  -0.299
C: 3.751 -2.436 0.510  -0.008
C: 1.222 -2.625 0.773  -0.229
C: 1.315 -3.828 1.472  0.007
C: 0.170 -4.542 1.754  -0.025
C: -1.062 -4.042 1.342  -0.029
C: -1.099 -2.822 0.706  -0.114
N: 0.010 -2.117 0.434  -0.068
H: 3.674 3.255 -5.001  0.079
H: 2.806 1.786 -4.547  0.052
H: 4.573 1.773 -4.663  0.077
H: 2.931 3.369 -2.620  0.095
H: 4.691 3.390 -2.740  0.121
H: 4.806 1.278 -1.773  0.149
H: 4.478 -1.814 0.000  0.074
H: 3.811 -3.452 0.121  0.060
H: 4.001 -2.466 1.573  0.099
H: 2.283 -4.191 1.779  0.122
H: 0.232 -5.483 2.283  0.122
H: -1.981 -4.579 1.528  0.117
H: -2.035 -2.386 0.392  0.111
O: -2.743 0.685 6.673  0.136
C: -3.633 0.762 5.666  -0.472
O: -4.787 0.986 5.890  0.142
C: -3.116 0.566 4.266  -0.113
C: -1.889 -0.009 3.962  -0.014
C: -1.485 -0.148 2.645  -0.041
C: -2.315 0.264 1.615  -0.232
C: -3.545 0.843 1.912  0.014
C: -3.941 0.986 3.228  0.021
N: -1.888 0.064 0.253  -0.054
C: -2.775 -0.007 -0.674  -0.052
C: -2.376 -0.281 -2.057  -0.261
C: -3.302 -0.287 -3.088  0.010
C: -2.843 -0.487 -4.382  -0.028
C: -1.487 -0.696 -4.584  -0.023
C: -0.627 -0.696 -3.491  -0.170
N: -1.064 -0.486 -2.252  -0.018
H: -1.845 0.561 6.346  0.095
H: -1.228 -0.385 4.734  0.124
H: -0.526 -0.592 2.421  0.081
H: -4.192 1.218 1.132  0.116
H: -4.895 1.430 3.473  0.132
H: -3.833 0.078 -0.451  0.138
H: -4.348 -0.114 -2.877  0.127
H: -3.530 -0.472 -5.218  0.122
H: -1.088 -0.854 -5.577  0.121
H: 0.431 -0.874 -3.600  0.095
C: 2.356 0.493 2.478  -0.172
Si: 1.350 1.991 1.979  0.406
C: 2.562 3.314 1.463  -0.148
C: 0.395 2.469 3.542  -0.170
N: 0.272 1.716 0.611  -0.258
C: -0.591 2.731 0.189  -0.382
C: -1.300 2.688 -1.025  -0.139
C: -2.164 3.699 -1.418  -0.090
C: -2.354 4.820 -0.629  -0.103
C: -1.644 4.904 0.560  -0.078
C: -0.786 3.896 0.960  -0.057
H: 2.756 0.716 3.471  0.043
H: 3.203 0.322 1.814  0.022
H: 1.784 -0.434 2.562  0.012
H: 3.245 3.571 2.276  0.040
H: 2.059 4.229 1.147  0.033
H: 3.161 2.949 0.626  0.019
H: 0.655 1.790 4.357  0.028
H: -0.684 2.433 3.401  0.020
H: 0.655 3.477 3.875  0.042
H: -1.138 1.863 -1.697  0.012
H: -2.679 3.611 -2.368  0.102
H: -3.020 5.614 -0.938  0.100
H: -1.758 5.774 1.195  0.108
H: -0.266 4.021 1.895  0.066
N: -1.246 -4.003 -3.068  0.217
C: 0.003 -3.967 -2.553  -0.483
O: 0.595 -2.953 -2.238  0.058
C: 0.633 -5.311 -2.345  -0.067
C: 0.020 -6.480 -2.822  -0.163
N: -0.540 -7.396 -3.246  0.230
C: 1.869 -5.393 -1.690  -0.139
N: 2.886 -5.456 -1.148  0.245
H: -1.662 -4.857 -3.403  0.106
H: -1.672 -3.128 -3.329  0.095

Atomic forces in eV per Å
1.0 1.9 -2.9
0.0 0.0 0.0
0.0 -0.1 -0.1
-0.1 0.0 -0.1
0.3 0.1 0.1
-0.7 -0.5 0.7
-0.1 0.1 -0.1
-0.2 -0.1 0.6
0.0 -0.1 -0.1
0.0 0.1 0.0
0.0 -0.1 -0.1
0.0 0.0 -0.1
0.0 0.0 0.0
0.0 0.0 -0.1
0.0 -0.1 -0.1
-0.1 0.2 0.9
0.0 0.0 0.0
0.0 0.0 0.0
0.0 0.0 0.0
0.0 0.1 0.0
0.0 0.0 0.0
0.0 0.0 0.1
0.0 0.0 0.0
0.0 0.0 0.0
0.0 0.0 0.0
0.0 0.0 -0.1
0.0 0.0 0.0
0.0 0.0 0.0
0.0 0.0 0.1
0.0 -0.1 0.0
0.0 0.0 0.0
0.0 0.0 0.0
0.0 0.0 0.0
-0.1 -0.1 0.0
0.0 -0.2 0.0
0.0 0.2 -0.2
0.0 0.1 0.0
0.0 0.0 0.0
-0.3 0.1 -0.3
0.3 -0.3 0.1
0.1 0.2 0.2
0.0 0.0 -0.1
0.0 0.0 0.0
0.0 0.0 0.0
-0.1 0.0 -0.1
-0.3 -0.7 0.0
0.0 0.1 0.0
0.0 0.0 0.0
0.0 0.1 0.0
0.0 0.1 0.0
0.0 0.0 0.0
0.0 0.0 0.0
0.0 0.0 0.0
0.0 0.0 0.0
0.0 0.0 0.0
0.0 0.0 0.0
0.0 -0.1 0.0
-0.2 0.0 -0.2
0.0 0.1 0.1
0.1 0.0 0.1
0.4 -0.5 1.3
0.0 -0.2 -0.1
0.0 0.0 0.0
0.0 0.0 0.0
0.0 0.0 0.0
0.0 0.0 -0.1
0.0 -0.1 0.0
0.0 0.0 0.0
0.0 0.0 0.0
0.0 0.0 0.0
0.0 0.0 0.0
0.0 0.0 0.0
0.0 0.0 0.0
0.0 0.0 0.0
0.0 0.0 0.0
0.0 0.0 0.0
-0.1 0.0 0.0
0.0 0.0 0.0
0.0 0.0 0.0
0.0 0.0 0.0
0.0 0.0 0.0
0.0 0.0 -0.1
-0.1 0.0 0.1
0.1 -0.4 -0.1
0.0 -0.1 -0.1
0.1 0.0 0.0
-0.1 -0.1 0.0
0.0 0.1 -0.1
0.0 0.0 0.1
0.0 0.0 0.0
0.0 0.0 0.0

Which of these has the highest energy? C36H39IrN10O3SSi